1.
The following is a quantum chemistry calculation of a structure of composition C28H28CoN9OS2Si in a non-equilibrium geometry, from the Open Molecules 2025 dataset.

Cartesian coordinates (Å):
Co 0.237 1.288 -0.249
N 0.192 2.303 4.021
C 0.228 1.245 3.188
N 0.372 1.658 1.962
C 0.402 3.030 2.056
N 0.302 3.452 3.316
C 0.525 3.813 0.877
C 0.740 5.191 0.896
N 0.856 5.931 -0.181
C 0.787 5.254 -1.352
C 0.611 3.898 -1.420
N 0.453 3.135 -0.326
H 0.041 2.336 5.016
H 0.163 0.222 3.501
H 0.813 5.691 1.852
H 0.883 5.850 -2.247
H 0.578 3.391 -2.374
S -2.133 1.755 0.453
C -3.103 1.551 -0.945
C -4.468 1.797 -0.809
C -5.361 1.553 -1.842
C -6.709 1.899 -1.660
N -7.793 2.230 -1.463
C -4.875 0.990 -3.049
C -3.507 0.816 -3.214
C -2.594 1.130 -2.204
S -0.914 1.004 -2.562
C -5.762 0.579 -4.055
N -6.473 0.195 -4.875
H -4.831 2.188 0.134
H -3.125 0.417 -4.144
C 0.468 -4.212 2.567
N -0.400 -3.546 1.608
N 0.283 -2.794 0.637
C -0.258 -1.502 0.580
O 0.172 -0.626 -0.189
C -1.323 -1.485 1.528
C -1.381 -2.700 2.138
C -2.292 -3.191 3.203
C 1.023 -3.460 -0.334
C 0.959 -4.855 -0.434
C 1.775 -5.524 -1.324
C 2.634 -4.828 -2.159
C 2.648 -3.443 -2.109
C 1.866 -2.760 -1.201
H 1.275 -4.708 2.036
H -0.120 -4.952 3.107
H 0.910 -3.502 3.277
H -1.967 -0.640 1.680
H -3.132 -2.511 3.288
H -1.791 -3.237 4.173
H -2.661 -4.187 2.962
H 0.254 -5.410 0.166
H 1.744 -6.604 -1.361
H 3.277 -5.361 -2.844
H 3.292 -2.892 -2.779
H 1.882 -1.686 -1.162
C 3.277 -0.084 0.861
Si 2.525 1.198 -0.407
C 3.566 2.768 0.059
C 3.218 0.734 -2.157
H 4.360 0.012 0.881
H 3.038 -1.112 0.614
H 2.898 0.113 1.860
H 4.626 2.537 0.014
H 3.346 3.117 1.063
H 3.382 3.592 -0.623
H 4.255 0.420 -2.080
H 3.176 1.592 -2.819
H 2.656 -0.066 -2.624

The value obtained for the energy is -112125.929 eV. The value obtained for the LUMO energy (spin up / spin down) is 1.8 / 1.8 eV. Its highest occupied orbital energy (spin up / spin down) is -3.5352 / -3.5246 eV. The value obtained for the frontier orbital gap (spin up / spin down) is 5.3697 / 5.3595 eV. Its charge is -1. The expectation value of S² is 0.785. As for the spin multiplicity: 2.

2.
The following is a quantum chemistry calculation of a structure of composition C28H28F3N3O2PdSb in a non-equilibrium geometry, from the Open Molecules 2025 dataset.

Cartesian coordinates (Å):
Pd -0.531 1.014 -0.331
O -1.194 -2.927 0.678
C -0.718 -1.962 0.175
O -0.322 -0.851 0.890
C -0.457 -1.859 -1.296
C -0.312 -3.014 -2.042
C 0.107 -2.903 -3.362
C 0.346 -1.644 -3.886
C 0.142 -0.533 -3.085
N -0.257 -0.628 -1.811
H -0.509 -3.970 -1.575
H 0.258 -3.790 -3.965
H 0.682 -1.516 -4.907
H 0.290 0.466 -3.474
C -5.211 1.544 -3.755
C -4.094 0.632 -3.222
C -3.341 -0.012 -4.391
C -4.635 -0.422 -2.270
N -3.140 1.544 -2.516
N -2.902 1.527 -1.209
H -5.977 0.905 -4.195
H -4.845 2.214 -4.536
H -5.675 2.129 -2.958
H -4.055 -0.560 -5.003
H -2.582 -0.707 -4.031
H -2.868 0.742 -5.025
H -5.226 -1.130 -2.846
H -5.303 0.004 -1.514
H -3.839 -0.997 -1.782
H -2.883 2.410 -2.987
H -3.445 0.794 -0.761
H -3.056 2.431 -0.762
F 0.771 -0.945 7.539
C 0.940 -0.852 6.233
C -0.045 -1.352 5.399
C 0.121 -1.243 4.029
C 1.274 -0.629 3.544
C 2.277 -0.148 4.390
C 2.097 -0.256 5.758
Sb 1.593 -0.341 1.512
C 3.545 -0.907 1.152
C 4.035 -1.936 1.979
C 5.358 -2.290 1.869
C 6.133 -1.667 0.890
F 7.383 -2.020 0.769
C 5.630 -0.705 0.006
C 4.308 -0.353 0.106
C 1.160 1.656 1.174
C -0.003 1.964 1.902
C -0.516 3.261 1.906
C 0.163 4.229 1.185
F -0.307 5.461 1.176
C 1.312 3.947 0.451
C 1.803 2.653 0.423
H -0.922 -1.818 5.828
H -0.642 -1.627 3.366
H 3.180 0.314 4.007
H 2.836 0.110 6.457
H 3.409 -2.415 2.723
H 5.803 -3.042 2.507
H 6.283 -0.270 -0.739
H 3.888 0.355 -0.596
H -0.445 1.206 2.536
H -1.380 3.530 2.500
H 1.810 4.748 -0.082
H 2.702 2.449 -0.142

The value obtained for the energy is -56194.261 eV. The value obtained for the LUMO energy (spin up / spin down) is -11.9 / -12.0 eV. Its highest occupied orbital energy (spin up / spin down) is -17.0836 / -16.5592 eV. The value obtained for the frontier orbital gap (spin up / spin down) is 5.2094 / 4.5793 eV. Its charge is +3. As for the spin multiplicity: 1.

3.
The following is a quantum chemistry calculation of a cluster of 2 separate species, C28H28F4N3 in total in a non-equilibrium geometry, from the Open Molecules 2025 dataset.

Cartesian coordinates (Å):
C -3.346 -0.444 0.181
C -2.879 -0.781 -1.214
C -3.636 -1.915 -1.858
N -1.492 -1.237 -1.180
N -1.249 -2.530 -1.309
N 0.090 -2.639 -1.237
C 0.638 -4.003 -1.074
C 0.140 -4.823 -2.243
C 0.135 -4.576 0.239
C 0.679 -1.433 -1.063
C 2.125 -1.301 -1.017
C 2.790 -1.107 0.213
C 4.181 -1.055 0.234
C 4.908 -1.158 -0.959
C 4.247 -1.328 -2.185
C 2.861 -1.403 -2.221
C -0.348 -0.483 -0.948
C -0.282 0.872 -0.620
H -4.383 -0.091 0.151
H -3.293 -1.338 0.815
H -2.720 0.337 0.618
H -2.857 0.121 -1.833
H -4.701 -1.688 -1.873
H -3.301 -2.065 -2.886
H -3.465 -2.844 -1.308
H 1.728 -3.906 -1.079
H 0.433 -5.871 -2.122
H -0.953 -4.757 -2.286
H 0.560 -4.456 -3.184
H 0.466 -5.614 0.350
H 0.511 -3.999 1.090
H -0.962 -4.553 0.242
H 2.180 -1.033 1.119
H 4.693 -0.931 1.187
H 5.998 -1.112 -0.937
H 4.813 -1.398 -3.114
H 2.311 -1.533 -3.158
H 0.700 1.321 -0.748
H -1.219 1.429 -0.650
F -1.540 6.717 -0.261
C -0.420 5.941 -0.050
C 0.814 6.459 -0.432
C 1.923 5.656 -0.155
F 3.167 6.145 -0.487
C 1.826 4.406 0.426
C 0.543 3.855 0.746
C 0.475 2.496 1.204
C -0.392 1.946 2.196
C 0.072 0.804 2.926
C -0.816 0.052 3.663
F -0.368 -1.097 4.275
C -2.167 0.381 3.795
C -2.579 1.540 3.139
F -3.927 1.836 3.142
C -1.725 2.374 2.437
C -0.588 4.685 0.516
H 0.910 7.444 -0.873
H 2.723 3.821 0.629
H 1.394 1.925 1.041
H 1.122 0.517 2.856
H -2.849 -0.205 4.397
H -2.105 3.301 2.024
H -1.592 4.326 0.716

The value obtained for the energy is -44821.126 eV. The value obtained for the LUMO energy is -5.2 eV. Its highest occupied orbital energy is -10.0051 eV. The value obtained for the frontier orbital gap is 4.8263 eV. Its charge is +1. As for the spin multiplicity: 1.